[1]
{
  "formula": "C21H25N3O5",
  "method": "ωB97M-V/def2-TZVPD",
  "relative_energy_kj_mol": 512.1,
  "mol_weight_g_mol": 399.4,
  "lumo_energy_ev": -0.20,
  "homo_ev": -7.84,
  "total_energy_ev": -36887.894,
  "smiles": "CCOC(CNC(=O)c1ccc(N2CCc3ccccc32)c([N+](=O)[O-])c1)OCC",
  "gap_ha": 0.2807,
  "multiplicity": 1,
  "fmax_ev_per_a": 1.3,
  "elements": ["C", "C", "O", "C", "C", "N", "C", "O", "C", "C", "C", "C", "N", "C", "C", "C", "C", "C", "C", "C", "C", "C", "N", "O", "O", "C", "O", "C", "C", "H", "H", "H", "H", "H", "H", "H", "H", "H", "H", "H", "H", "H", "H", "H", "H", "H", "H", "H", "H", "H", "H", "H", "H", "H"],
  "positions_angstrom": [[4.9012, -2.3873, -4.8693], [5.2002, -1.4042, -3.7427], [4.7354, -1.8702, -2.4788], [3.5800, -1.2719, -1.9753], [2.3138, -1.5041, -2.8225], [1.1660, -0.9469, -2.1549], [0.2517, -1.7268, -1.5262], [0.2549, -2.9404, -1.6011], [-0.7842, -0.9878, -0.7489], [-1.4949, -1.6878, 0.2328], [-2.4198, -1.0541, 1.0189], [-2.7268, 0.3153, 0.8705], [-3.5016, 0.9219, 1.8140], [-4.3403, 2.1002, 1.6202], [-5.3356, 2.0792, 2.7874], [-4.6536, 1.1844, 3.7771], [-4.9285, 0.9790, 5.1093], [-4.1079, 0.1276, 5.8391], [-3.0190, -0.4759, 5.2351], [-2.7394, -0.2814, 3.8899], [-3.5882, 0.5290, 3.1520], [-2.1258, 0.9618, -0.2351], [-2.4774, 2.2624, -0.7268], [-3.6434, 2.4670, -1.0129], [-1.5745, 3.0578, -0.8992], [-1.1379, 0.3273, -0.9848], [3.6993, 0.1176, -1.8329], [4.6506, 0.5300, -0.8637], [4.6543, 2.0480, -0.8103], [5.3695, -2.0399, -5.7866], [5.3034, -3.3641, -4.6151], [3.8325, -2.4884, -5.0352], [6.2853, -1.2949, -3.6372], [4.7728, -0.4184, -3.9538], [3.4476, -1.7484, -0.9877], [2.4330, -1.0159, -3.7929], [2.1480, -2.5753, -2.9485], [1.2468, 0.0298, -1.9186], [-1.2939, -2.7412, 0.3532], [-2.9670, -1.6162, 1.7587], [-4.8367, 2.0669, 0.6496], [-3.7215, 3.0061, 1.6602], [-5.5212, 3.0755, 3.1855], [-6.2948, 1.6529, 2.4828], [-5.7596, 1.4821, 5.5800], [-4.3078, -0.0449, 6.8853], [-2.3648, -1.1061, 5.8185], [-1.8618, -0.7298, 3.4522], [-0.6996, 0.8894, -1.7965], [5.6435, 0.1481, -1.1332], [4.3751, 0.1060, 0.1138], [5.3740, 2.3878, -0.0712], [3.6671, 2.4148, -0.5422], [4.9217, 2.4539, -1.7819]],
  "forces_ev_per_a": [[0.0, 0.2, 0.4], [0.1, 0.0, -0.2], [0.0, -0.1, -0.1], [-0.4, -0.3, 0.2], [0.5, -0.1, 0.1], [0.2, 0.3, 0.0], [0.0, 0.2, -0.2], [0.0, -0.2, 0.1], [-0.4, 0.0, 0.3], [0.2, 0.1, -0.2], [-0.1, 0.1, -0.1], [0.3, 0.0, -0.4], [-0.3, 0.0, -0.1], [-0.4, 0.6, -0.3], [0.0, -0.1, 0.0], [0.1, -0.1, -0.1], [0.1, -0.1, -0.1], [0.0, 0.0, 0.2], [0.0, 0.0, 0.1], [0.1, 0.0, -0.1], [-0.1, 0.0, 0.7], [0.4, -1.2, 0.3], [-0.2, 0.7, -0.2], [0.1, 0.1, -0.2], [0.1, 0.2, 0.0], [-0.1, -0.1, 0.0], [-0.1, 0.1, -0.1], [0.2, 0.1, 0.2], [-0.1, -0.4, -0.1], [0.0, 0.0, -0.1], [0.0, -0.1, 0.0], [-0.1, 0.0, -0.1], [-0.1, 0.1, 0.0], [0.1, -0.1, 0.0], [0.0, 0.2, -0.2], [0.0, -0.1, 0.0], [0.1, 0.2, -0.1], [-0.1, -0.1, 0.1], [0.0, -0.1, 0.0], [0.0, 0.0, 0.1], [0.1, 0.0, 0.3], [-0.1, 0.0, 0.0], [0.0, 0.0, 0.0], [0.0, 0.0, 0.0], [-0.1, 0.1, 0.1], [0.0, 0.0, 0.1], [0.1, -0.1, 0.1], [0.0, -0.1, 0.0], [0.0, 0.0, 0.0], [-0.1, 0.0, 0.1], [0.1, 0.0, -0.1], [0.1, 0.1, 0.1], [-0.1, 0.1, 0.1], [0.1, 0.1, -0.1]],
  "nbo_charge": [-0.630, -0.079, -0.541, 0.381, -0.269, -0.611, 0.668, -0.623, -0.179, -0.120, -0.276, 0.288, -0.437, -0.209, -0.430, -0.059, -0.184, -0.232, -0.194, -0.282, 0.231, -0.036, 0.522, -0.380, -0.371, -0.144, -0.566, -0.061, -0.620, 0.212, 0.215, 0.204, 0.182, 0.180, 0.162, 0.200, 0.248, 0.406, 0.244, 0.234, 0.240, 0.190, 0.227, 0.219, 0.214, 0.214, 0.216, 0.226, 0.233, 0.176, 0.166, 0.214, 0.211, 0.212]
}



[2]
{
  "formula": "C21H25N3O6S",
  "method": "ωB97M-V/def2-TZVPD",
  "relative_energy_kj_mol": 145.7,
  "mol_weight_g_mol": 447.5,
  "lumo_energy_ev": 0.13,
  "homo_ev": -8.44,
  "total_energy_ev": -49772.838,
  "smiles": "CN(C)S(=O)(=O)c1ccc(C(=O)Nc2ccc(OCC(=O)N3CCOCC3)cc2)cc1",
  "gap_ha": 0.3150,
  "multiplicity": 1,
  "fmax_ev_per_a": 1.1,
  "elements": ["C", "N", "C", "S", "O", "O", "C", "C", "C", "C", "C", "O", "N", "C", "C", "C", "C", "O", "C", "C", "O", "N", "C", "C", "O", "C", "C", "C", "C", "C", "C", "H", "H", "H", "H", "H", "H", "H", "H", "H", "H", "H", "H", "H", "H", "H", "H", "H", "H", "H", "H", "H", "H", "H", "H", "H"],
  "positions_angstrom": [[3.6970, -5.7641, 3.7766], [2.4542, -5.1224, 3.4059], [1.3401, -6.0275, 3.2479], [2.6004, -4.1019, 2.0671], [3.8012, -3.3378, 2.2336], [2.4208, -4.8213, 0.8358], [1.1930, -3.0259, 2.3287], [0.1894, -2.9518, 1.3820], [-0.8771, -2.0945, 1.5889], [-0.9263, -1.3203, 2.7451], [-2.0970, -0.4311, 3.0227], [-2.7003, -0.4707, 4.0755], [-2.4938, 0.3954, 2.0183], [-1.8508, 0.7047, 0.8100], [-0.4640, 0.8064, 0.7168], [0.1271, 1.1061, -0.4906], [-0.6480, 1.3310, -1.6287], [0.0479, 1.6114, -2.7695], [-0.6670, 1.8072, -3.9697], [-1.5448, 3.0657, -4.0134], [-2.6993, 2.9907, -4.3952], [-0.9890, 4.2225, -3.6106], [0.4001, 4.4693, -3.2912], [0.9736, 5.4625, -4.3126], [0.2286, 6.6558, -4.3414], [-1.1198, 6.4062, -4.6715], [-1.7649, 5.4485, -3.6665], [-2.0331, 1.2713, -1.5308], [-2.6215, 0.9594, -0.3181], [0.0761, -1.4317, 3.7050], [1.1482, -2.2791, 3.4901], [4.4800, -5.0126, 3.7137], [3.6182, -6.1289, 4.8009], [3.9449, -6.5987, 3.1110], [1.5089, -6.7422, 2.4344], [0.4524, -5.4396, 3.0213], [1.1838, -6.5676, 4.1809], [0.2639, -3.5651, 0.4978], [-1.6702, -2.0309, 0.8595], [-3.3803, 0.8570, 2.1849], [0.1509, 0.6579, 1.5898], [1.1996, 1.1770, -0.5748], [0.0941, 1.8700, -4.7541], [-1.3183, 0.9521, -4.1873], [0.9775, 3.5488, -3.2932], [0.4493, 4.9161, -2.2912], [1.9923, 5.7434, -4.0417], [0.9768, 4.9972, -5.3111], [-1.6219, 7.3743, -4.6594], [-1.1862, 5.9732, -5.6812], [-2.7818, 5.1963, -3.9680], [-1.7718, 5.9065, -2.6719], [-2.6660, 1.4672, -2.3806], [-3.6984, 0.9112, -0.2505], [0.0042, -0.8454, 4.6086], [1.9508, -2.3743, 4.2032]],
  "forces_ev_per_a": [[0.5, 0.0, 0.0], [0.0, 0.9, -0.7], [-0.3, -0.2, -0.1], [-0.2, 0.0, 0.3], [0.0, 0.1, 0.3], [-0.3, 0.0, 0.1], [0.3, -0.4, -0.1], [0.1, -0.2, -0.1], [0.0, 0.1, 0.2], [0.1, -0.4, 0.1], [-0.1, 0.0, 0.0], [0.1, -0.1, 0.2], [-0.5, 0.2, 0.0], [0.2, 0.2, -0.5], [-0.1, 0.2, -0.1], [-0.1, 0.0, -0.2], [-0.1, -0.1, 0.3], [0.1, 0.0, 0.1], [-0.2, -0.1, -0.2], [0.1, -0.3, 0.1], [-0.2, -0.2, -0.2], [0.0, 0.3, 0.1], [0.4, 0.2, -0.3], [0.1, -0.3, 0.3], [0.1, 0.2, 0.0], [-0.3, -0.1, 0.2], [-0.2, 0.3, -0.3], [0.2, 0.1, -0.3], [0.2, -0.1, 0.3], [-0.1, 0.0, -0.1], [0.0, 0.1, 0.1], [0.2, -0.1, 0.1], [0.0, 0.0, 0.0], [0.0, 0.0, 0.0], [0.0, 0.0, 0.1], [-0.2, -0.2, 0.0], [0.0, 0.1, 0.0], [-0.1, -0.1, -0.1], [0.0, 0.0, -0.1], [0.2, -0.1, 0.1], [0.1, 0.0, 0.0], [0.1, 0.0, 0.0], [-0.1, 0.0, 0.1], [0.1, 0.2, 0.0], [0.0, 0.1, 0.0], [0.1, -0.1, 0.0], [0.0, -0.1, 0.0], [0.0, 0.0, 0.1], [0.0, -0.1, 0.0], [0.0, 0.0, 0.1], [0.1, 0.1, 0.1], [0.0, 0.0, 0.0], [-0.1, 0.0, -0.1], [-0.1, 0.0, 0.0], [0.0, 0.0, 0.1], [0.1, 0.0, 0.2]],
  "nbo_charge": [-0.428, -0.661, -0.428, 2.291, -0.936, -0.943, -0.250, -0.205, -0.191, -0.115, 0.660, -0.587, -0.607, 0.116, -0.219, -0.231, 0.278, -0.497, -0.164, 0.652, -0.634, -0.430, -0.251, -0.076, -0.520, -0.077, -0.258, -0.245, -0.232, -0.175, -0.204, 0.239, 0.206, 0.185, 0.198, 0.214, 0.210, 0.247, 0.230, 0.413, 0.227, 0.228, 0.214, 0.212, 0.235, 0.202, 0.200, 0.161, 0.200, 0.167, 0.252, 0.198, 0.234, 0.217, 0.235, 0.241]
}



[3]
{
  "formula": "C21H25N3O7S",
  "method": "ωB97M-V/def2-TZVPD",
  "relative_energy_kj_mol": 273.4,
  "mol_weight_g_mol": 463.5,
  "lumo_energy_ev": 0.11,
  "homo_ev": -8.53,
  "total_energy_ev": -51819.715,
  "smiles": "CCc1ccccc1N(CC(=O)N/N=C/c1ccc(OC(=O)OC)c(OC)c1)S(C)(=O)=O",
  "gap_ha": 0.3174,
  "multiplicity": 1,
  "fmax_ev_per_a": 0.9,
  "elements": ["C", "C", "C", "C", "C", "C", "C", "C", "N", "C", "C", "O", "N", "N", "C", "C", "C", "C", "C", "O", "C", "O", "O", "C", "C", "O", "C", "C", "S", "C", "O", "O", "H", "H", "H", "H", "H", "H", "H", "H", "H", "H", "H", "H", "H", "H", "H", "H", "H", "H", "H", "H", "H", "H", "H", "H", "H"],
  "positions_angstrom": [[-6.8920, -2.7729, -0.8760], [-6.0495, -1.5439, -0.5597], [-4.7378, -1.8173, 0.1193], [-4.4039, -3.0511, 0.6623], [-3.1911, -3.2534, 1.2988], [-2.2857, -2.2153, 1.4179], [-2.6011, -0.9744, 0.8926], [-3.8086, -0.7775, 0.2366], [-4.1435, 0.4915, -0.3067], [-3.4283, 1.0148, -1.4451], [-1.9317, 1.1652, -1.1726], [-1.4842, 2.0652, -0.4889], [-1.1836, 0.1726, -1.7268], [0.1419, -0.0953, -1.6353], [0.9695, 0.6608, -1.0282], [2.3719, 0.2930, -0.9692], [2.8407, -0.8853, -1.5474], [4.1795, -1.2098, -1.4580], [5.0591, -0.3634, -0.8071], [6.4077, -0.6961, -0.7589], [6.9685, -0.7981, 0.4539], [6.3902, -0.8184, 1.5003], [8.2846, -0.9205, 0.2910], [9.0328, -1.0818, 1.4886], [4.6140, 0.8416, -0.2361], [5.5629, 1.6206, 0.3359], [5.1597, 2.7951, 1.0003], [3.2635, 1.1481, -0.3183], [-4.8979, 1.5763, 0.7049], [-3.6273, 2.2533, 1.7977], [-5.8242, 0.8306, 1.5033], [-5.4028, 2.6270, -0.1282], [-6.3355, -3.4821, -1.4861], [-7.7793, -2.4713, -1.4275], [-7.2175, -3.2696, 0.0343], [-5.8525, -0.9903, -1.4814], [-6.6114, -0.8694, 0.0918], [-5.0985, -3.8725, 0.5909], [-2.9563, -4.2244, 1.7087], [-1.3420, -2.3633, 1.9206], [-1.9045, -0.1559, 0.9968], [-3.6072, 0.3742, -2.3163], [-3.8615, 2.0022, -1.6241], [-1.6640, -0.5546, -2.2424], [0.6913, 1.5900, -0.5370], [2.1425, -1.5335, -2.0495], [4.5640, -2.1209, -1.8883], [8.7219, -1.9867, 2.0145], [10.0724, -1.1563, 1.1813], [8.8869, -0.2236, 2.1473], [6.0715, 3.2265, 1.4096], [4.4664, 2.5720, 1.8162], [4.7003, 3.5082, 0.3084], [2.8839, 2.0591, 0.1170], [-3.3548, 1.4790, 2.5019], [-2.7850, 2.5662, 1.1922], [-4.0702, 3.0987, 2.3070]],
  "forces_ev_per_a": [[0.1, 0.2, 0.0], [-0.2, -0.1, 0.0], [0.1, 0.1, -0.1], [0.0, 0.0, -0.1], [0.1, 0.0, 0.0], [0.1, 0.0, 0.0], [0.0, 0.0, 0.0], [0.1, -0.6, 0.3], [-0.3, 0.6, 0.6], [0.1, 0.2, -0.3], [-0.1, -0.2, -0.3], [0.2, 0.1, 0.1], [-0.4, 0.0, -0.3], [0.5, -0.2, 0.0], [-0.7, 0.5, 0.2], [0.8, -0.5, -0.1], [-0.1, 0.3, 0.1], [0.3, 0.2, 0.1], [-0.2, 0.2, 0.3], [-0.1, 0.2, -0.4], [0.3, -0.2, 0.4], [-0.1, 0.0, 0.2], [-0.2, 0.1, -0.5], [0.0, 0.0, 0.4], [0.2, -0.2, -0.2], [0.0, -0.3, -0.3], [0.0, 0.2, 0.1], [0.0, 0.0, 0.0], [0.0, 0.2, 0.3], [-0.5, -0.3, -0.6], [0.2, -0.1, 0.2], [0.3, 0.2, -0.1], [0.0, -0.1, 0.0], [-0.1, 0.0, 0.0], [-0.1, -0.1, 0.1], [0.0, 0.0, 0.0], [0.0, 0.0, -0.2], [-0.1, -0.1, 0.0], [0.0, -0.1, 0.0], [0.1, 0.0, 0.0], [0.1, 0.1, 0.0], [0.0, 0.1, 0.1], [0.3, -0.1, -0.3], [0.1, 0.3, 0.2], [-0.2, -0.1, -0.1], [0.0, -0.1, -0.1], [0.1, -0.1, 0.0], [0.0, 0.1, 0.0], [-0.1, 0.0, 0.0], [0.0, -0.1, -0.1], [-0.1, 0.0, 0.0], [0.0, 0.0, 0.0], [0.0, 0.0, 0.0], [0.0, 0.1, 0.1], [0.1, -0.1, 0.1], [0.1, 0.0, -0.1], [-0.2, 0.1, 0.1]],
  "nbo_charge": [-0.605, -0.436, -0.006, -0.212, -0.190, -0.222, -0.237, 0.182, -0.723, -0.309, 0.643, -0.625, -0.426, -0.250, 0.059, -0.088, -0.188, -0.224, 0.233, -0.482, 0.992, -0.623, -0.494, -0.254, 0.342, -0.502, -0.252, -0.282, 2.326, -0.884, -0.944, -0.947, 0.201, 0.217, 0.205, 0.210, 0.250, 0.216, 0.215, 0.219, 0.218, 0.200, 0.273, 0.400, 0.207, 0.233, 0.230, 0.193, 0.197, 0.193, 0.204, 0.182, 0.177, 0.220, 0.242, 0.272, 0.252]
}



[4]
{
  "formula": "C21H25N3O7S",
  "method": "ωB97M-V/def2-TZVPD",
  "relative_energy_kj_mol": 400.1,
  "mol_weight_g_mol": 463.5,
  "lumo_energy_ev": -0.22,
  "homo_ev": -9.08,
  "total_energy_ev": -51818.401,
  "smiles": "O=C(c1ccccc1S(=O)(=O)NC[C@H](O)COc1ccc([N+](=O)[O-])cc1)N1CCCCC1",
  "gap_ha": 0.3255,
  "multiplicity": 1,
  "fmax_ev_per_a": 1.4,
  "elements": ["O", "C", "C", "C", "C", "C", "C", "C", "S", "O", "O", "N", "C", "C", "O", "C", "O", "C", "C", "C", "C", "N", "O", "O", "C", "C", "N", "C", "C", "C", "C", "C", "H", "H", "H", "H", "H", "H", "H", "H", "H", "H", "H", "H", "H", "H", "H", "H", "H", "H", "H", "H", "H", "H", "H", "H", "H"],
  "positions_angstrom": [[-0.5331, -0.4816, -1.6754], [-1.5871, -0.5654, -1.0458], [-2.4085, 0.6783, -0.8566], [-3.5665, 0.9187, -1.5894], [-4.2312, 2.1274, -1.4604], [-3.7512, 3.1075, -0.6053], [-2.5913, 2.8801, 0.1177], [-1.9309, 1.6759, -0.0196], [-0.3980, 1.3902, 0.8663], [-0.1795, 2.4905, 1.7678], [-0.4378, 0.0666, 1.4145], [0.7853, 1.4424, -0.2761], [1.3812, 2.7334, -0.5207], [2.4197, 2.9940, 0.6004], [2.2221, 4.2269, 1.2353], [3.8563, 2.9551, 0.0520], [4.0237, 1.9570, -0.9358], [3.6834, 0.6772, -0.6553], [3.6779, 0.1128, 0.6221], [3.2722, -1.1920, 0.7966], [2.8709, -1.9461, -0.3005], [2.4111, -3.2839, -0.1099], [2.5071, -3.7714, 0.9996], [1.9428, -3.8682, -1.0690], [2.9105, -1.4076, -1.5845], [3.3281, -0.1111, -1.7577], [-2.0800, -1.7118, -0.5801], [-3.2414, -1.8231, 0.2741], [-2.8139, -2.1591, 1.7043], [-1.9919, -3.4443, 1.7081], [-0.7930, -3.2639, 0.7833], [-1.2728, -2.9175, -0.6237], [-3.9388, 0.1593, -2.2610], [-5.1300, 2.3048, -2.0317], [-4.2756, 4.0454, -0.5059], [-2.1867, 3.6145, 0.7962], [0.5791, 0.8321, -1.0620], [1.8514, 2.7364, -1.5036], [0.6288, 3.5308, -0.4905], [2.2848, 2.1796, 1.3253], [1.3906, 4.1491, 1.7254], [4.0651, 3.8981, -0.4584], [4.5708, 2.8392, 0.8742], [3.9895, 0.6885, 1.4784], [3.2488, -1.6402, 1.7780], [2.6003, -2.0135, -2.4213], [3.3650, 0.3341, -2.7388], [-3.8738, -2.6267, -0.1229], [-3.8066, -0.8905, 0.2567], [-2.1976, -1.3420, 2.0827], [-3.7000, -2.2580, 2.3331], [-2.6058, -4.2815, 1.3644], [-1.6520, -3.6667, 2.7198], [-0.1827, -2.4388, 1.1564], [-0.1893, -4.1703, 0.7513], [-1.8878, -3.7291, -1.0267], [-0.4320, -2.7413, -1.2953]],
  "forces_ev_per_a": [[0.2, -0.1, -0.1], [-0.3, -0.2, -0.5], [0.0, 0.1, -0.2], [0.2, -0.1, 0.1], [0.0, 0.0, 0.0], [0.0, -0.1, 0.0], [0.0, 0.2, 0.1], [0.4, -0.1, 0.3], [0.4, -0.1, -0.3], [-0.1, 0.3, -0.2], [-0.1, 0.0, -0.2], [-0.8, -0.2, 0.5], [0.2, 0.5, 0.4], [0.0, -0.4, -0.3], [0.1, 0.4, 0.1], [-0.3, 0.5, 0.5], [0.1, -0.2, -0.2], [0.0, -0.5, -0.1], [0.2, 0.3, -0.2], [-0.2, -0.4, -0.1], [0.4, 1.3, -0.1], [-0.2, -0.7, 0.1], [0.0, -0.1, 0.2], [-0.1, -0.2, -0.2], [-0.1, -0.3, 0.2], [0.1, 0.3, 0.2], [-0.1, -0.1, -0.2], [-0.3, 0.2, 0.5], [-0.1, -0.2, -0.1], [0.1, 0.3, 0.1], [-0.2, -0.2, -0.1], [0.5, -0.2, -0.1], [0.0, -0.1, 0.0], [-0.1, 0.0, -0.1], [0.0, 0.1, 0.0], [0.0, 0.1, 0.1], [-0.1, -0.2, 0.0], [-0.1, -0.1, 0.0], [0.2, 0.0, -0.1], [0.1, 0.2, -0.1], [0.1, 0.0, 0.0], [0.0, -0.1, 0.1], [0.0, 0.0, -0.1], [0.0, 0.1, 0.1], [0.0, 0.0, 0.0], [0.0, 0.0, 0.0], [0.0, 0.1, -0.1], [0.0, 0.1, 0.0], [0.0, -0.2, 0.0], [-0.1, 0.0, 0.1], [0.0, 0.0, 0.0], [0.0, -0.1, 0.0], [0.0, -0.1, 0.0], [0.1, -0.1, 0.0], [0.1, 0.0, 0.0], [0.0, 0.0, 0.0], [-0.2, -0.1, 0.0]],
  "nbo_charge": [-0.674, 0.689, -0.122, -0.190, -0.187, -0.209, -0.198, -0.250, 2.323, -0.974, -0.942, -0.893, -0.266, 0.063, -0.720, -0.080, -0.496, 0.358, -0.305, -0.151, 0.031, 0.519, -0.388, -0.398, -0.155, -0.278, -0.408, -0.212, -0.419, -0.396, -0.422, -0.226, 0.226, 0.222, 0.224, 0.243, 0.458, 0.225, 0.207, 0.180, 0.492, 0.208, 0.185, 0.228, 0.248, 0.249, 0.232, 0.193, 0.219, 0.231, 0.208, 0.190, 0.215, 0.221, 0.229, 0.192, 0.250]
}